141
Properties=species:S:1:pos:R:3 method="wB97M-V/def2-TZVPD" energy_ha=-3164.69253 orbital_gap_ev=5.83 lumo_ev=2.5 total_charge=-1 homo_energy_ev=-3.29 de_lowest_kcal_mol=0.0
Bi 0.09 -0.15 -0.64
O -2.34 0.52 0.81
C -3.62 0.66 0.37
C -4.73 0.17 1.05
C -5.98 0.24 0.46
C -6.14 0.79 -0.81
C -5.03 1.30 -1.46
C -3.77 1.25 -0.89
C -2.62 1.91 -1.56
N -2.60 2.07 -2.82
C -1.47 2.81 -3.37
C -0.38 1.90 -3.96
N 0.67 1.57 -3.00
C 1.45 2.50 -2.65
C 2.36 2.31 -1.52
C 4.32 1.73 -0.79
C 4.65 2.32 0.62
C 4.18 1.58 1.83
C 2.90 1.84 2.03
C 1.53 2.09 -0.15
O 0.22 2.24 -0.22
H -4.63 -0.28 2.03
H -6.84 -0.15 1.00
H -7.12 0.83 -1.27
H -5.12 1.76 -2.44
H -1.81 2.28 -0.91
H -1.01 3.46 -2.61
H -1.86 3.45 -4.17
H 0.05 2.38 -4.84
H -0.86 0.97 -4.28
H 1.39 3.50 -3.11
H 5.17 1.35 -1.36
H 5.68 2.67 0.65
H 4.77 0.84 2.36
H 2.26 1.35 2.75
C -3.54 2.32 4.77
C -3.34 2.89 3.36
C -1.92 2.78 2.90
C -0.99 3.76 2.80
C -1.13 5.22 3.05
C -0.48 5.65 4.38
C 0.25 3.10 2.36
N 0.03 1.69 2.31
C -1.22 1.53 2.56
C -1.95 0.25 2.20
C -1.26 -1.08 2.17
C -1.63 -2.22 2.86
C -2.67 -2.36 3.93
C -4.00 -2.91 3.40
C -0.91 -3.29 2.27
C -0.15 -2.76 1.23
C 0.67 -3.54 0.31
C 1.47 -3.06 -0.68
N 1.58 -1.73 -0.97
C 2.68 -1.51 -1.77
C 3.26 -0.30 -1.98
C 2.96 0.90 -1.14
N 1.97 0.70 -0.07
C 2.32 2.86 1.05
C 1.30 3.68 1.76
C 3.60 3.45 0.37
C 3.63 3.07 -1.18
C 4.23 4.02 -2.19
C 5.75 4.13 -2.16
C 3.95 4.87 0.78
C 4.29 5.01 2.26
C 3.17 -2.85 -2.18
C 2.45 -3.78 -1.52
C 2.63 -5.26 -1.51
C 3.60 -5.74 -0.42
C 4.35 -3.06 -3.08
C 5.68 -2.87 -2.36
N -0.33 -1.39 1.21
C -0.94 -4.73 2.71
C 0.16 -5.06 3.72
H -4.58 2.40 5.09
H -2.92 2.84 5.49
H -3.26 1.26 4.80
H -3.65 3.94 3.35
H -4.00 2.37 2.66
H -2.18 5.50 3.05
H -0.66 5.77 2.23
H -0.97 5.15 5.22
H -0.56 6.73 4.52
H 0.57 5.38 4.40
H -2.84 0.15 2.82
H -2.83 -1.41 4.44
H -2.30 -3.05 4.70
H -4.40 -2.26 2.61
H -4.75 -2.99 4.19
H -3.86 -3.89 2.96
H 0.67 -4.61 0.47
H 4.11 -0.25 -2.65
H 1.30 4.76 1.69
H 3.78 5.02 -2.07
H 3.94 3.68 -3.19
H 6.13 4.41 -1.17
H 6.11 4.86 -2.88
H 6.20 3.17 -2.41
H 3.12 5.54 0.52
H 4.81 5.22 0.20
H 3.46 4.69 2.90
H 4.52 6.05 2.51
H 5.15 4.39 2.52
H 2.98 -5.60 -2.49
H 1.66 -5.73 -1.35
H 4.60 -5.35 -0.61
H 3.66 -6.83 -0.39
H 3.28 -5.38 0.56
H 4.29 -2.36 -3.92
H 4.31 -4.07 -3.51
H 5.73 -1.87 -1.91
H 6.53 -2.98 -3.05
H 5.80 -3.59 -1.56
H -0.83 -5.38 1.84
H -1.92 -4.96 3.14
H 1.14 -4.89 3.29
H 0.10 -6.10 4.06
H 0.07 -4.41 4.60
C -2.76 -2.46 -1.22
N -2.24 -1.69 -2.36
C -1.32 -2.54 -3.12
N -1.99 -3.75 -3.61
C -2.52 -4.48 -2.45
N -3.47 -3.67 -1.67
C -4.56 -3.26 -2.56
N -4.08 -2.50 -3.72
C -3.36 -1.32 -3.22
C -3.12 -3.34 -4.44
H -3.45 -1.83 -0.66
H -1.94 -2.75 -0.56
H -0.49 -2.83 -2.48
H -0.94 -1.97 -3.97
H -1.68 -4.76 -1.80
H -3.02 -5.38 -2.79
H -5.26 -2.64 -1.99
H -5.08 -4.15 -2.91
H -4.05 -0.69 -2.65
H -2.99 -0.74 -4.06
H -2.74 -2.78 -5.30
H -3.64 -4.23 -4.80

15
Properties=species:S:1:pos:R:3 method="wB97M-V/def2-TZVPD" energy_ha=-645.34267 orbital_gap_ev=7.58 lumo_ev=-0.8 total_charge=0 homo_energy_ev=-8.38 de_lowest_kcal_mol=139.6
C -1.27 -1.42 0.39
C -0.26 -0.55 0.28
C 2.00 0.10 -0.63
C 1.55 1.20 0.23
C 1.09 -0.19 0.48
N -2.55 -1.15 0.06
N -1.63 1.49 -0.09
P -2.70 0.40 -0.31
H -1.26 -2.48 0.27
H 1.57 0.06 -1.68
H 2.94 -0.49 -0.63
H 2.17 1.44 1.18
H 0.75 1.89 -0.11
H 1.68 -0.66 1.23
H -4.07 0.38 -0.65

19
Properties=species:S:1:pos:R:3 method="wB97M-V/def2-TZVPD" energy_ha=-782.44438 orbital_gap_ev=8.25 lumo_ev=-5.5 total_charge=+1 homo_energy_ev=-13.80 de_lowest_kcal_mol=17.4
Na 2.50 9.27 2.81
Na -0.18 7.88 1.07
O 0.76 10.14 1.53
H 1.17 9.54 0.92
O 3.15 11.72 1.27
H 2.29 11.24 1.20
H 3.84 11.17 0.88
O -1.99 9.77 1.97
H -2.44 10.46 1.46
H -1.05 9.99 1.83
O 0.49 12.09 3.75
H 0.77 12.97 3.48
H 0.45 11.58 2.93
O 0.90 9.21 -1.94
H 0.01 9.32 -2.29
H 0.99 8.28 -1.71
O -0.74 12.00 -0.03
H -0.31 12.85 0.11
H -0.15 11.32 0.34

21
Properties=species:S:1:pos:R:3 method="wB97M-V/def2-TZVPD" energy_ha=-753.17378 orbital_gap_ev=7.11 lumo_ev=-0.6 total_charge=0 homo_energy_ev=-7.69 de_lowest_kcal_mol=9.2
Cs 1.27 0.50 2.98
B 0.31 -1.28 5.72
H -0.24 -1.04 4.73
H 1.32 -0.70 5.76
H -0.34 -1.24 6.69
H 0.70 -2.39 5.65
C -0.56 1.30 -3.02
C -1.31 0.00 -2.66
C -0.37 -0.92 -1.88
S 1.06 0.11 -1.32
O 2.20 -0.09 -2.17
O 1.18 -0.01 0.12
C 0.22 1.68 -1.76
H -1.28 2.07 -3.28
H 0.11 1.03 -3.84
H -1.56 -0.54 -3.58
H -2.25 0.15 -2.14
H -0.07 -1.85 -2.36
H -0.87 -1.09 -0.93
H 0.97 2.46 -1.75
H -0.49 1.86 -0.95

81
Properties=species:S:1:pos:R:3 method="wB97M-V/def2-TZVPD" energy_ha=-1844.13436 orbital_gap_ev=9.52 lumo_ev=0.4 total_charge=0 smiles="CCN[C@@]1(O)[C@H](c2ccccn2)OC[C@H](C(=O)[O-])[N@@H+]1C[C@@H](C)F.CO.CO.CO.CO.CO.CO" homo_energy_ev=-9.15
C -3.68 1.12 0.00
C -3.02 -0.27 0.14
N -2.07 -0.62 -0.92
C -0.66 -0.32 -0.72
O -0.05 -0.72 -1.89
C -0.38 1.20 -0.61
C 0.96 1.64 -1.21
C 2.03 1.90 -0.36
C 3.23 2.33 -0.92
C 3.28 2.48 -2.30
C 2.13 2.22 -3.03
N 0.97 1.81 -2.53
O -0.56 1.78 0.66
C -0.49 1.02 1.85
C -0.16 -0.48 1.79
C 1.17 -0.76 2.55
O 2.15 -0.06 2.28
O 1.08 -1.71 3.36
N -0.21 -1.16 0.45
C 0.92 -2.12 0.19
C 2.28 -1.56 -0.20
C 3.38 -2.31 0.55
F 2.50 -1.75 -1.56
H -3.23 1.80 0.72
H -3.48 1.55 -0.97
H -4.74 1.09 0.23
H -3.83 -0.99 0.09
H -2.63 -0.37 1.15
H -2.36 -0.21 -1.79
H -0.51 -1.52 -2.18
H -1.13 1.66 -1.25
H 1.96 1.76 0.70
H 4.09 2.51 -0.29
H 4.17 2.82 -2.79
H 2.16 2.37 -4.11
H 0.27 1.48 2.48
H -1.43 1.15 2.39
H -0.89 -0.98 2.41
H -1.01 -1.80 0.53
H 0.60 -2.79 -0.61
H 1.01 -2.76 1.05
H 2.41 -0.51 0.02
H 3.12 -3.35 0.71
H 3.62 -1.80 1.47
H 4.26 -2.28 -0.09
C 5.95 5.30 -4.02
O 5.80 3.95 -4.47
H 4.99 5.64 -3.64
H 6.70 5.36 -3.22
H 6.25 5.95 -4.84
H 6.65 3.66 -4.81
C 3.30 8.39 -5.08
O 4.41 7.72 -5.68
H 3.62 8.73 -4.10
H 2.99 9.25 -5.67
H 2.45 7.71 -4.96
H 4.13 7.42 -6.55
C -0.75 -4.64 3.27
O -1.21 -3.30 3.16
H -1.57 -5.30 2.99
H 0.10 -4.81 2.60
H -0.45 -4.87 4.30
H -0.48 -2.72 3.42
C -3.69 -6.85 0.72
O -2.52 -6.26 0.17
H -3.99 -7.67 0.07
H -3.48 -7.25 1.72
H -4.50 -6.12 0.78
H -2.26 -5.55 0.76
C -4.74 -8.06 4.90
O -3.56 -7.46 4.38
H -5.02 -8.87 4.23
H -4.56 -8.47 5.90
H -5.56 -7.34 4.95
H -3.31 -6.74 4.97
C -3.96 5.34 1.31
O -3.95 4.27 0.36
H -4.93 5.32 1.81
H -3.18 5.21 2.05
H -3.84 6.31 0.81
H -3.09 4.29 -0.08

75
Properties=species:S:1:pos:R:3 method="wB97M-V/def2-TZVPD" energy_ha=-2686.47476 orbital_gap_ev=8.97 lumo_ev=-0.3 total_charge=0 smiles="Cc1ccc(C[C@@](C#N)([C@](C#N)(CC=O)P(C)O)S(=O)(=O)C(F)(F)F)cc1.COCCOC.COCCOC" homo_energy_ev=-9.23
C -6.87 0.66 -3.47
C -5.44 1.17 -3.23
C -4.90 2.15 -4.02
C -3.60 2.59 -3.80
C -2.89 2.03 -2.76
C -1.43 2.40 -2.42
C -1.29 3.59 -1.38
C -2.69 4.06 -1.10
N -3.79 4.35 -0.85
C -0.47 3.27 -0.09
C 0.44 4.42 0.24
N 1.14 5.33 0.44
C 0.50 2.05 -0.15
C -0.10 0.69 0.19
O -0.18 -0.21 -0.61
P -1.47 3.11 1.55
C -2.91 1.97 1.35
O -2.17 4.57 1.88
S -0.68 5.04 -2.40
O -0.91 6.30 -1.75
O -1.48 5.06 -3.60
C 1.08 4.82 -2.99
F 1.59 3.61 -2.81
F 1.82 5.78 -2.47
F 1.08 5.04 -4.30
C -3.45 1.04 -1.97
C -4.72 0.57 -2.19
H -7.51 1.55 -3.60
H -7.20 0.19 -2.54
H -6.91 -0.03 -4.31
H -5.46 2.62 -4.83
H -3.14 3.37 -4.40
H -0.98 2.64 -3.40
H -0.98 1.46 -2.12
H 1.02 1.93 -1.11
H 1.28 2.24 0.60
H -0.53 0.48 1.20
H -3.40 1.97 2.34
H -2.65 0.93 1.14
H -3.68 2.28 0.63
H -3.07 4.60 1.52
H -2.85 0.59 -1.17
H -5.16 -0.21 -1.58
C 0.98 -2.70 -1.43
O 1.00 -3.99 -2.01
C 2.32 -4.44 -2.30
C 2.81 -5.41 -1.24
O 2.97 -4.77 0.02
C 1.90 -5.03 0.91
H -0.01 -2.53 -1.02
H 1.71 -2.60 -0.62
H 1.17 -1.94 -2.19
H 3.01 -3.60 -2.40
H 2.28 -4.96 -3.26
H 3.80 -5.78 -1.54
H 2.14 -6.27 -1.16
H 1.98 -6.05 1.30
H 0.93 -4.90 0.43
H 1.98 -4.33 1.74
C 3.68 -2.34 3.04
O 3.05 -3.21 3.96
C 3.97 -4.06 4.63
C 4.27 -3.57 6.02
O 4.97 -2.33 6.00
C 4.13 -1.22 6.26
H 2.97 -1.56 2.76
H 4.56 -1.86 3.47
H 3.97 -2.89 2.13
H 4.89 -4.18 4.04
H 3.50 -5.05 4.70
H 4.93 -4.29 6.52
H 3.36 -3.48 6.61
H 3.89 -1.17 7.32
H 3.21 -1.26 5.67
H 4.68 -0.31 5.98

14
Properties=species:S:1:pos:R:3 method="wB97M-V/def2-TZVPD" energy_ha=-307.66748 orbital_gap_ev=10.92 lumo_ev=0.8 total_charge=0 smiles="CC[C@@H](O)C=O" homo_energy_ev=-10.11 de_lowest_kcal_mol=28.2
C -1.73 -0.54 -0.38
C -0.24 -0.83 -0.17
C 0.50 0.29 0.57
O 1.40 -0.21 1.53
C 1.27 1.13 -0.45
O 2.28 1.72 -0.17
H -2.15 -1.15 -1.18
H -1.89 0.51 -0.66
H -2.31 -0.72 0.53
H 0.24 -0.95 -1.16
H -0.09 -1.77 0.36
H -0.25 0.96 1.05
H 2.10 0.46 1.60
H 0.85 1.11 -1.49